Formula: C18H62N2O13
Source: the Open Molecules 2025 dataset
Level of theory: wB97M-V/def2-TZVPD

Structure (XYZ):
```
95
Properties=species:S:1:pos:R:3:forces:R:3
O -5.110 -1.478 1.191 0.1 1.0 -0.7
O 0.091 2.551 1.786 1.3 1.5 -0.1
O -1.488 -4.373 3.265 -0.1 1.0 -0.2
O 1.647 -2.981 -1.528 1.4 1.4 1.3
O 4.771 1.268 -2.173 0.7 1.9 -1.2
O -3.753 0.114 -3.188 -1.1 -1.4 -0.1
O 1.835 -0.749 3.307 0.3 0.3 -0.3
O -0.814 -2.449 -3.031 2.9 3.0 -2.6
O 2.438 1.420 1.824 1.4 0.2 0.0
O -0.886 -0.008 3.346 1.6 1.0 -1.0
O 0.646 0.569 -0.590 0.5 1.1 -0.8
O 0.135 6.238 -2.294 0.2 3.6 -0.3
O 4.135 -0.027 0.361 0.4 0.4 0.6
N 0.561 -0.566 -3.151 0.8 -0.1 1.7
N -0.287 -1.425 -5.066 0.2 -1.7 -4.1
C -2.957 0.665 -2.136 2.6 -2.9 -4.0
C 3.868 2.296 -1.866 -1.2 0.1 -1.7
C -0.123 -0.461 -0.022 0.2 0.3 -0.2
C -1.578 -0.728 4.276 1.1 -1.7 1.9
C -4.911 -0.100 0.750 -3.1 0.6 0.8
C 3.291 2.560 1.739 -0.6 1.0 0.2
C 3.412 -1.082 -0.238 -2.6 2.4 -0.4
C -1.741 -4.212 1.869 -0.9 -1.3 -0.9
C -2.133 -2.807 1.502 -1.4 1.0 1.3
C -0.144 -1.552 -3.747 -2.4 -1.7 3.9
C -3.684 0.536 1.263 0.9 0.0 -0.1
C 1.571 -4.267 -0.942 -2.2 1.5 -1.7
C 2.431 -2.035 3.083 -1.3 -0.3 0.8
C 0.933 4.061 -1.572 -0.1 1.7 0.3
C 0.117 4.921 -2.639 1.9 -1.6 1.3
C 1.513 -2.929 2.195 0.7 1.1 0.3
C -2.131 1.744 -2.755 -0.4 2.0 1.4
C -1.101 2.833 1.039 0.6 1.5 0.9
H -6.053 -1.686 1.055 0.7 0.2 0.0
H -2.467 -0.244 4.580 -1.2 0.5 0.1
H -5.778 0.480 1.107 0.0 -0.1 0.1
H 0.605 3.055 -1.524 0.0 -1.3 -0.8
H 0.733 1.227 0.109 0.2 0.1 -0.3
H 2.333 -4.413 -0.268 1.6 -0.2 1.6
H -2.523 -5.014 1.593 1.0 1.4 0.0
H 0.846 -2.822 -2.001 -1.3 -0.1 -0.7
H -0.969 3.446 0.148 0.3 -0.1 0.1
H 0.171 -0.423 0.996 -0.3 -1.1 1.2
H 2.291 -0.084 2.730 -0.5 -0.6 0.8
H -2.900 -2.440 2.266 0.5 -0.4 -1.6
H -2.301 -0.175 -1.856 0.2 0.4 0.4
H -1.651 1.974 0.828 -0.2 -1.7 -0.4
H 0.500 -1.141 -5.689 -0.7 0.2 1.4
H -3.620 1.652 1.062 -0.2 -1.6 0.0
H 2.017 4.159 -1.722 -0.4 -0.2 -0.3
H 0.961 0.238 -3.663 -0.4 -1.1 0.6
H 2.026 -3.843 1.878 -0.2 0.3 -0.1
H 0.573 -4.406 -0.534 0.0 -0.4 0.4
H 3.255 3.114 2.695 0.8 -0.4 -0.3
H 3.372 -1.858 2.703 2.1 0.3 -1.7
H 0.974 -2.379 1.377 1.3 -0.5 0.4
H -0.881 4.640 -2.686 -2.0 -1.3 0.0
H 0.535 4.801 -3.621 0.5 -0.5 -0.6
H 2.747 -2.469 4.072 -1.2 0.0 -0.7
H 1.700 -4.808 -1.817 0.2 -2.6 -1.0
H -4.975 0.073 -0.321 0.1 -0.8 -0.4
H -1.392 1.399 -3.472 0.0 0.0 0.2
H 3.834 -1.981 -0.554 1.9 -1.2 0.2
H -1.153 -0.255 -0.148 -1.2 0.3 0.2
H 0.712 -3.172 2.828 -1.2 -0.9 1.0
H 4.093 3.134 -2.545 -0.3 -0.3 0.0
H -2.756 2.551 -3.184 0.0 -0.7 -0.2
H 1.567 1.810 1.868 -1.2 -0.3 0.0
H -3.492 0.347 2.302 -0.2 0.1 0.7
H -0.841 -4.353 1.280 0.4 -0.8 0.0
H -3.861 -0.870 -3.078 0.3 1.6 0.0
H -1.755 -1.738 3.935 -0.5 -0.4 -0.1
H 2.924 -0.717 -1.161 0.1 0.0 0.1
H 4.250 2.329 1.296 0.5 -0.4 0.8
H 2.897 3.249 1.007 -0.5 0.4 -0.4
H 0.065 -0.265 3.448 -0.6 0.3 -0.4
H -1.309 -2.129 1.633 0.7 0.2 0.5
H -2.377 -2.624 0.429 -0.5 -0.7 0.9
H -1.706 2.288 -1.882 0.6 -0.4 -0.6
H 0.033 -1.393 -0.544 0.5 -0.4 0.2
H -0.977 -0.879 5.210 -0.3 0.3 -0.4
H 0.808 4.291 -0.480 -0.3 0.9 -1.0
H 0.740 -0.641 -2.099 -0.2 0.5 -2.6
H -1.145 -5.254 3.383 0.2 -0.4 0.1
H -0.694 -2.252 -5.562 0.1 1.0 1.2
H 2.579 -1.310 0.401 -0.4 -0.5 0.2
H 2.771 1.982 -2.013 1.5 0.4 0.2
H -2.957 -0.082 0.758 1.2 0.6 -0.2
H 4.001 2.689 -0.887 0.0 0.1 1.1
H 0.462 3.430 2.117 -1.0 -1.7 -0.7
H 3.473 0.594 0.795 0.8 -1.6 -1.0
H -0.089 6.829 -3.068 0.4 -1.2 1.3
H 4.385 0.516 -1.813 -0.6 -2.4 1.2
H -1.663 3.352 1.772 -1.3 0.9 0.3
H -3.498 0.918 -1.332 -2.1 1.4 2.8
```
Positions in Å, forces in eV/Å.

Results
LUMO ... 0.2874 eV
2S+1 ... 1
DFT total energy ... -1810.35796 a.u.
Kohn-Sham gap ... 9.726 eV
HOMO energy ... -9.4 eV
Energy relative to the best compared isomer or geometry (same formula, charge and spin) ... 31.9 kcal/mol

Results of the Löwdin charge analysis, in e, for atoms 1 through 5:
1. O -0.077
2. O -0.141
3. O -0.080
4. O -0.142
5. O -0.081



Formula: C18H62N2O13
Source: the Open Molecules 2025 dataset
Level of theory: wB97M-V/def2-TZVPD

Structure (XYZ):
```
95
Properties=species:S:1:pos:R:3:forces:R:3
O 2.685 2.788 1.231 0.8 1.1 -1.3
O 0.425 3.568 -0.131 2.7 -0.6 0.6
O 2.918 0.562 2.828 -3.6 0.3 3.0
O -1.151 1.819 -4.231 6.1 3.7 -0.2
O -1.243 -0.998 -3.886 0.0 0.7 0.0
O 0.166 -4.136 2.212 0.2 -1.0 0.9
O 1.085 -4.800 -2.172 0.4 -1.1 -0.9
O -5.763 0.796 1.814 -2.0 -1.7 1.7
O 5.165 -1.826 -2.111 3.7 -0.1 -0.6
O -4.636 -2.358 -0.606 0.6 -0.5 2.0
O 0.740 0.723 -1.194 -0.2 0.7 -1.5
O -2.398 1.851 5.661 -0.7 -3.2 -2.0
O -3.359 0.206 -2.396 -0.7 1.2 0.3
N 0.359 3.459 -5.113 -0.7 3.8 -3.1
N 1.053 2.329 -3.448 2.8 -2.3 4.6
C 3.939 -1.196 -2.343 0.2 1.1 2.5
C -2.309 -2.544 0.183 -1.3 2.3 -0.4
C -3.432 0.660 2.099 -0.4 -2.8 0.5
C -2.558 0.836 -1.385 -0.8 1.3 -1.9
C 0.806 -2.880 2.334 -0.6 0.0 -0.5
C 0.125 -1.245 -4.065 -0.1 1.5 -0.6
C -3.673 -3.185 0.072 0.4 -0.3 0.3
C 0.142 0.350 1.084 -0.6 -0.1 -0.6
C -0.716 4.139 -0.631 -1.6 0.6 2.2
C 0.457 -0.276 -0.300 -0.4 -1.5 2.4
C -4.645 0.140 1.366 1.2 0.2 -0.3
C 4.006 0.057 2.254 2.4 -1.3 -2.3
C 3.375 2.716 -0.055 -0.3 1.9 1.2
C 0.068 2.545 -4.253 -6.3 -5.4 1.4
C -0.502 0.591 4.503 -1.4 0.2 0.8
C 0.559 -4.133 -1.089 1.0 3.2 0.1
C -1.322 1.893 4.753 -1.2 -0.4 -2.7
C 3.767 -0.622 0.935 1.8 1.4 -1.1
H 0.315 -2.197 -3.753 0.7 -2.7 1.4
H 0.064 -3.255 -1.530 -0.4 -0.1 0.5
H -2.341 2.421 6.365 0.7 2.0 2.3
H -0.477 3.773 -5.583 0.2 0.2 -0.4
H 1.935 2.857 -3.468 -1.0 -0.3 -0.4
H -1.254 -0.022 -3.944 -0.8 0.2 -0.1
H -3.151 1.664 -0.913 0.2 -1.2 -0.2
H -4.748 -0.897 1.563 -0.3 -1.0 0.1
H 1.084 4.163 0.315 -1.4 -0.8 -0.6
H -3.446 0.576 3.184 -0.4 -0.5 0.0
H -1.546 3.915 0.053 -0.1 -0.1 0.0
H 0.423 -1.297 -5.112 0.0 0.6 -0.3
H -4.465 -2.588 -1.489 -0.1 0.1 -2.1
H -3.247 1.624 1.918 0.2 4.2 -0.9
H 1.002 0.954 1.304 0.1 0.5 0.6
H 0.860 -4.810 2.127 -0.5 0.3 0.1
H 0.403 -2.225 3.136 -0.1 -0.6 -0.6
H 4.395 2.322 0.030 -0.2 0.1 0.0
H 2.872 0.053 3.664 -0.9 1.1 -0.6
H 2.737 1.987 1.755 0.1 -0.3 0.0
H 0.782 1.516 -0.678 -0.2 1.4 0.4
H -0.380 -0.938 -0.471 -0.4 0.2 -1.2
H -2.377 -1.728 0.923 0.4 0.0 -0.6
H 3.339 0.072 0.207 -0.3 0.0 0.2
H -4.605 0.262 0.281 0.6 -0.2 0.0
H 4.688 0.844 2.103 1.4 1.0 -0.1
H 1.855 -2.985 2.458 1.1 -0.1 0.5
H 0.386 0.720 3.893 0.2 0.5 0.2
H -0.047 -0.356 1.928 0.1 0.5 -1.0
H -2.557 0.220 1.708 1.1 -1.0 -0.2
H -1.519 -3.169 0.439 1.0 -1.6 0.9
H -1.663 1.350 -1.746 -0.1 -0.1 -0.7
H 2.791 2.124 -0.718 -0.3 -0.6 -0.8
H 0.991 4.216 -4.815 -0.6 -0.7 -0.4
H 4.397 -0.640 2.934 1.4 -1.1 0.7
H 1.012 1.642 -2.629 -0.4 1.0 -1.8
H -0.696 5.196 -0.637 0.3 1.3 -0.4
H -1.014 3.751 -1.548 -0.1 -0.7 -1.9
H -3.012 -0.602 -2.785 0.8 0.2 0.4
H 4.064 -0.204 -1.770 -1.0 -0.8 -1.5
H 4.732 -0.934 0.452 -0.8 -0.1 0.7
H 3.956 -1.176 -3.409 -1.7 0.7 -0.8
H -0.093 -4.684 -0.497 -1.4 -1.3 0.8
H 0.689 -2.503 1.339 -0.1 1.4 -0.3
H 1.283 -3.675 -0.363 0.0 -0.6 -0.7
H -5.694 1.637 1.467 -0.2 2.9 -0.9
H 3.112 -1.764 -1.777 1.1 0.7 -1.4
H -0.768 1.019 0.939 1.2 -0.8 0.3
H 3.119 -1.419 1.075 -1.2 -1.7 0.0
H -3.428 -4.082 -0.508 -0.9 -0.4 0.2
H -1.848 2.091 3.767 1.0 0.2 0.9
H -2.021 -2.194 -0.819 -0.2 0.4 0.2
H -4.071 -3.417 1.074 0.1 -0.2 -0.5
H -0.304 0.203 5.484 0.7 -0.5 0.5
H 5.901 -1.330 -2.655 -2.3 -1.5 1.7
H -2.212 0.091 -0.759 0.4 -1.2 2.0
H -1.095 -0.177 3.990 -0.2 0.3 0.1
H -0.721 2.722 5.010 1.1 0.8 0.0
H 2.025 -4.915 -2.095 0.5 -0.1 0.1
H 0.721 -0.515 -3.498 0.1 -0.3 -0.3
H 3.404 3.792 -0.486 0.1 -1.8 0.8
H 1.329 -0.905 -0.354 0.4 -0.7 0.8
```
Positions in Å, forces in eV/Å.

Results
LUMO ... 0.0666 eV
2S+1 ... 1
DFT total energy ... -1810.30221 a.u.
Kohn-Sham gap ... 9.138 eV
HOMO energy ... -9.1 eV
Energy relative to the best compared isomer or geometry (same formula, charge and spin) ... 66.9 kcal/mol

Results of the Löwdin charge analysis, in e, for atoms 1 through 5:
1. O -0.137
2. O -0.133
3. O -0.065
4. O -0.121
5. O -0.127



Look up the HOMO energy of the first one. -9.4 eV